{"formula": "C4H4N2O", "method": "ωB97M-V/def2-TZVPD", "species": ["N", "C", "C", "C", "C", "N", "O", "H", "H", "H", "H"], "xyz": [[1.282857, -0.414385, -0.718825], [0.782818, -0.040881, 0.497745], [0.068126, -1.102956, 1.159384], [-0.724390, -0.593257, 0.134193], [-1.289392, 0.769885, 0.069140], [-0.586641, 1.771629, 0.447971], [0.661316, 1.309638, 0.841320], [1.776854, 0.345262, -1.201677], [0.421920, -2.130038, 1.161650], [-0.022469, -0.889478, -1.022182], [-2.293812, 0.957221, -0.296177]], "forces_ev_per_a": [[-0.10, 0.15, 0.04], [0.26, 0.05, -0.10], [0.01, -0.04, -0.19], [-0.42, -0.05, 0.18], [0.18, 0.26, 0.01], [-0.38, -0.31, -0.15], [0.22, -0.05, 0.07], [-0.04, -0.08, 0.07], [-0.05, 0.13, 0.01], [0.17, -0.03, 0.01], [0.15, -0.04, 0.06]], "lowdin_charge": [0.150, -0.537, 0.053, -0.112, -0.118, 0.099, -0.039, 0.096, 0.095, 0.194, 0.118], "largest_force_ev_per_a": 0.52, "gap_ev": 8.4}

{"formula": "C4H4N2O", "method": "ωB97M-V/def2-TZVPD", "species": ["C", "C", "C", "C", "N", "N", "O", "H", "H", "H", "H"], "xyz": [[-0.840609, 0.802005, -0.997473], [-1.292380, 0.484217, 0.239608], [-0.684050, -1.548557, -0.435868], [-0.545521, -0.466656, -1.445573], [3.819950, -0.381107, 0.102676], [2.733690, -0.433243, -0.124539], [-1.272107, -0.736627, 0.756727], [-0.568928, 1.819312, -1.350969], [-1.614588, 1.240300, 0.936824], [-0.898008, -2.659791, -0.638761], [0.108861, -0.347369, -2.360776]], "forces_ev_per_a": [[0.43, -1.78, 0.07], [-1.40, 3.82, 3.19], [-0.81, 0.36, 0.90], [2.42, 1.76, -4.31], [-3.11, -0.15, -0.65], [3.10, 0.15, 0.65], [1.00, -3.27, -2.11], [-0.60, -1.21, 0.00], [-0.26, -0.08, 0.40], [-0.17, 2.06, 0.85], [-0.61, -1.65, 1.01]], "lowdin_charge": [-0.102, -0.241, 0.045, -0.163, 0.020, 0.020, -0.051, 0.133, 0.115, 0.118, 0.106], "multiplicity": 3, "s_squared": 2.0202, "largest_force_ev_per_a": 5.25, "gap_ev": [6.8, 8.7]}

{"formula": "C4H4N2O2", "method": "ωB97M-V/def2-TZVPD", "species": ["O", "C", "N", "C", "O", "N", "C", "C", "H", "H", "H", "H"], "xyz": [[-2.444011, -0.746062, -0.212237], [-1.301949, -0.357587, -0.354502], [-0.896401, 0.917019, -0.650527], [0.453505, 1.151865, -0.499412], [0.865668, 2.203113, -0.042429], [1.080729, -0.035255, -0.555916], [1.000047, -0.584344, 0.798975], [0.040360, -1.153286, -0.152089], [-1.433384, 1.826267, -0.453638], [1.900396, -1.070847, 1.056325], [0.553882, -0.017306, 1.624375], [0.181157, -2.133578, -0.558924]], "forces_ev_per_a": [[1.36, 0.31, -0.33], [-0.35, -1.37, 1.05], [-1.83, 3.35, -0.13], [-1.40, 2.13, 1.88], [0.29, -0.62, -1.41], [1.15, -3.32, 0.72], [-0.32, 0.43, 0.78], [-0.11, 2.30, -1.70], [0.36, -2.35, -0.50], [0.53, -0.99, 0.44], [0.39, 0.31, -0.44], [-0.08, -0.19, -0.36]], "lowdin_charge": [0.092, -0.388, 0.179, -0.566, 0.096, 0.083, -0.074, -0.022, 0.213, 0.108, 0.144, 0.136], "smiles": "O=C1NC(=O)N2C[C@@H]12", "largest_force_ev_per_a": 3.82, "gap_ev": 11.3}

{"formula": "C4H4N2O2", "method": "ωB97M-V/def2-TZVPD", "species": ["O", "C", "N", "C", "N", "C", "C", "O", "H", "H", "H", "H"], "xyz": [[-3.204572, 0.141141, -0.109172], [-2.025845, 0.239370, 0.062023], [-1.133789, -0.768420, 0.070229], [0.080867, -0.309451, 0.091813], [1.186954, -0.981169, -0.118546], [2.431991, -0.320706, -0.147460], [1.979985, 0.928388, 0.022874], [0.632557, 0.994704, 0.105001], [-1.309547, 1.232584, -0.233862], [0.974510, -2.057183, 0.437323], [3.304245, -1.009578, 0.099887], [2.432767, 1.768930, -0.107268]], "forces_ev_per_a": [[-0.39, 0.21, 0.86], [1.37, 3.06, -3.02], [1.72, -0.68, 1.32], [1.49, 1.95, -1.05], [-0.37, -9.09, 2.82], [-1.13, -1.48, 1.97], [-1.02, -4.17, -0.19], [-1.83, 0.41, 0.15], [-2.99, -1.07, 1.22], [1.46, 3.83, -2.81], [-0.95, 1.83, -1.00], [2.64, 5.18, -0.27]], "lowdin_charge": [0.045, -0.417, 0.131, -0.403, 0.051, -0.025, -0.096, 0.036, 0.170, 0.285, 0.153, 0.069], "smiles": "O=C/N=c1/[nH]cco1", "largest_force_ev_per_a": 9.52, "gap_ev": 9.3}

{"formula": "C4H4N2O2", "method": "ωB97M-V/def2-TZVPD", "species": ["N", "C", "C", "N", "O", "H", "H", "C", "C", "O", "H", "H"], "xyz": [[2.399919, 0.804278, 1.068883], [1.717118, 0.306570, 0.336315], [0.888234, -0.304943, -0.572453], [0.445442, 0.254559, -1.650970], [-0.170825, -0.445764, -2.602611], [0.687270, -1.388213, -0.391840], [-0.301034, -1.341690, -2.185622], [-1.022222, 0.890359, 1.330998], [-1.115680, -0.307081, 0.943273], [-1.349468, -1.378821, 0.662278], [-0.677620, 1.690185, 0.754356], [-1.501133, 1.220561, 2.307392]], "forces_ev_per_a": [[2.63, 1.71, 2.77], [-1.22, -0.08, -1.51], [-1.77, -2.73, -3.34], [1.64, 1.74, 1.13], [-0.35, -1.71, 1.63], [0.35, 0.64, -0.22], [-0.17, 0.40, -1.01], [-1.03, 3.07, 3.08], [-1.04, 0.79, 0.62], [-0.47, -3.66, -0.92], [0.69, 0.74, -0.93], [0.73, -0.91, -1.27]], "lowdin_charge": [0.202, -0.249, -0.219, 0.006, 0.012, 0.137, 0.121, 0.012, -0.378, 0.181, 0.057, 0.117], "smiles": "N#C/C=N/O.C=C=O", "largest_force_ev_per_a": 4.66, "gap_ev": 9.4}

{"formula": "C4H4N2O2", "method": "ωB97M-V/def2-TZVPD", "species": ["H", "N", "C", "C", "C", "O", "C", "N", "O", "H", "H", "H"], "xyz": [[2.659731, -1.716144, 0.140868], [2.649335, -0.679257, -0.234390], [1.407198, -0.243979, -0.014914], [0.082810, -1.006618, 0.182258], [-1.032672, -0.171248, 0.022933], [-2.344698, -0.614646, -0.171129], [-0.764507, 1.373519, -0.049372], [0.390626, 1.913609, -0.178069], [1.455854, 1.213101, 0.112988], [0.116238, -2.138383, -0.088532], [-2.980879, 0.176078, 0.033107], [-1.639040, 1.893971, 0.244255]], "forces_ev_per_a": [[-0.07, 2.20, -1.52], [-3.98, -1.45, 2.31], [3.04, -0.91, 0.41], [-0.27, 1.33, -2.18], [1.60, 0.04, 0.25], [0.48, 2.66, 1.10], [0.23, -3.78, 0.33], [-2.71, 1.64, 1.39], [0.80, -3.27, -1.47], [-0.23, 2.22, 0.90], [1.71, -2.12, -0.65], [-0.60, 1.44, -0.87]], "lowdin_charge": [0.087, 0.093, -0.330, 0.045, -0.241, 0.011, -0.054, 0.032, -0.039, 0.145, 0.155, 0.096], "smiles": "[H]/N=c1\\cc(O)cno1", "largest_force_ev_per_a": 4.82, "gap_ev": 9.0}

{"formula": "C4H4N2O2", "method": "ωB97M-V/def2-TZVPD", "species": ["O", "C", "C", "C", "C", "O", "N", "N", "H", "H", "H", "H"], "xyz": [[-1.787706, 1.187215, -0.077228], [-1.830091, -0.016936, -0.096331], [-0.590627, -0.768430, 0.127800], [0.641887, -0.200226, 0.138859], [0.878207, 1.128434, 0.115331], [2.251624, 1.222051, 0.015321], [2.824511, -0.057285, -0.086017], [1.855325, -0.822406, -0.138204], [-2.775377, -0.662339, -0.303936], [-0.535689, -1.530401, -0.563865], [-1.031945, -1.479564, 0.907041], [0.099884, 1.999889, -0.038775]], "forces_ev_per_a": [[-1.54, 0.11, -0.12], [-0.03, 0.54, -0.79], [-5.18, -4.19, 1.31], [3.93, 3.36, -0.25], [1.07, 0.95, -0.43], [-0.42, 2.09, 0.17], [-1.86, 1.28, -0.60], [-0.61, -2.36, 1.37], [1.10, 1.07, 0.41], [-0.28, -1.89, -2.29], [1.37, 0.82, 0.41], [2.45, -1.77, 0.81]], "lowdin_charge": [0.038, -0.236, -0.175, -0.314, 0.001, -0.053, 0.060, 0.064, 0.155, 0.112, 0.172, 0.177], "smiles": "O=CCc1conn1", "largest_force_ev_per_a": 6.80, "gap_ev": 10.7}

{"formula": "C4H4N2O2", "method": "ωB97M-V/def2-TZVPD", "species": ["O", "C", "C", "C", "N", "O", "N", "C", "H", "H", "H", "H"], "xyz": [[-2.719841, 0.045612, 0.464421], [-1.507397, -0.145916, 0.054001], [-0.721842, 1.112569, -0.381943], [0.602924, 1.220978, -0.171716], [1.206391, 0.069383, 0.030112], [2.580403, 0.016048, 0.335114], [0.655072, -1.082565, -0.197319], [-0.635800, -1.267739, -0.260540], [-1.118470, 2.239961, -0.527801], [1.120549, 2.230493, 0.113281], [2.519298, -1.075064, 0.403852], [-0.863425, -2.315753, -0.653978]], "forces_ev_per_a": [[4.55, -2.06, -1.43], [-3.46, 4.35, -0.70], [-2.10, 2.64, 0.85], [0.28, 2.32, 1.18], [1.29, -0.61, 0.37], [-1.51, -4.43, -0.08], [1.02, -0.68, 0.17], [-0.16, -1.20, -0.62], [-0.19, -3.25, 0.36], [-0.66, -2.28, -1.17], [1.25, 3.57, -0.11], [-0.30, 1.63, 1.17]], "lowdin_charge": [-0.031, -0.342, 0.004, -0.100, -0.241, 0.006, 0.065, -0.040, 0.157, 0.178, 0.198, 0.145], "smiles": "O=c1ccn(O)nc1", "largest_force_ev_per_a": 5.60, "gap_ev": 8.9}

Sequential calculated total energy output: -9232.5179; -9235.4299; -11286.7602; -11284.2795; -11283.3924; -11283.4685; -11284.1444; -11282.9788 eV